# 1
{
  "formula": "C7H12Li2O4",
  "method": "wB97M-V/def2-TZVPD",
  "e_homo_ev": [0.032, -4.664],
  "total_charge": -1,
  "gap_ev": [1.07, 6.77],
  "lumo_energy_ha": [0.0406, 0.0773],
  "spin_multiplicity": 2,
  "total_energy_ev": -16054.6790,
  "species": ["C", "C", "O", "Li", "H", "H", "H", "H", "H", "C", "C", "H", "H", "H", "O", "C", "O", "O", "C", "C", "Li", "H", "H", "H", "H"],
  "xyz": [[1.26756, 2.82043, -0.30348], [0.06402, 3.66119, -0.74346], [-0.86838, 2.93604, -1.45824], [-1.53189, 3.36468, -3.04602], [2.15961, 3.46844, -0.17878], [-0.65836, -0.32133, -0.53969], [1.51893, 2.11723, -1.12077], [0.46990, 4.51983, -1.32742], [-0.37893, 4.13594, 0.16867], [1.08657, 2.02004, 0.95554], [-0.06362, 1.80230, 1.61101], [2.01060, 1.63082, 1.40618], [-0.07246, 1.24505, 2.55199], [-1.03463, 2.06965, 1.17573], [-0.92869, -5.65594, -0.44427], [-0.61472, -4.65226, 0.24453], [-0.65195, -4.64536, 1.50191], [-0.23114, -3.56334, -0.43103], [-0.26613, -2.30326, 0.24689], [-0.02305, -1.20696, -0.76522], [-1.24805, -6.49659, 1.29248], [0.50402, -2.29769, 1.03162], [-1.24728, -2.18862, 0.73215], [-0.30171, -1.53783, -1.77646], [1.03980, -0.92245, -0.78385]],
  "lowdin_charge": [-0.230, -0.499, -0.490, 0.047, 0.100, 0.079, 0.108, 0.077, 0.093, -0.208, -0.028, 0.084, 0.039, 0.058, -0.102, -0.826, -0.106, -0.001, -0.236, -0.069, 0.710, 0.121, 0.124, 0.080, 0.074]
}



# 2
{
  "formula": "C7H12N",
  "method": "wB97M-V/def2-TZVPD",
  "e_homo_ev": -13.889,
  "total_charge": 1,
  "gap_ev": 10.23,
  "smiles": "C=C=C([NH3+])C1CCC1",
  "de_lowest_ev": 4.060,
  "lumo_energy_ha": -0.1345,
  "total_energy_ev": -8932.9417,
  "species": ["C", "C", "C", "C", "C", "C", "C", "N", "H", "H", "H", "H", "H", "H", "H", "H", "H", "H", "H", "H"],
  "xyz": [[2.39594, -0.26643, 0.13029], [3.70441, -0.70021, 0.18372], [-2.26696, -0.06488, -0.16088], [-1.18545, -0.40511, -1.23130], [-1.24226, -0.58079, 0.91300], [-0.09481, -0.78867, -0.14454], [1.10284, 0.10658, -0.00747], [0.51147, 1.50895, 0.21124], [4.26121, -0.89582, -0.77778], [4.07660, -1.17128, 1.07654], [-2.44814, 0.95816, -0.26055], [-3.24421, -0.54395, -0.42032], [-1.36328, -1.23292, -1.84096], [-0.66425, 0.34651, -1.98860], [-0.96538, 0.19116, 1.62646], [-1.57209, -1.39217, 1.48485], [0.39737, -1.79655, -0.28068], [1.18422, 2.20381, 0.36643], [-0.12648, 1.47236, 0.98346], [0.28688, 1.82688, -0.72839]],
  "lowdin_charge": [0.034, 0.090, -0.115, -0.132, -0.093, -0.239, -0.193, 0.253, 0.100, 0.067, 0.074, 0.131, 0.082, 0.143, 0.089, 0.100, 0.164, 0.146, 0.134, 0.166]
}